Entry from the OMol25 dataset: the ion C18H21N2O4 with charge +1 at a distorted geometry (ωB97M-V with the def2-TZVPD basis set).

The spin multiplicity is 1. The SMILES is CCOc1ccc(C(=O)C[n+]2ccc(C(=O)NCCO)cc2)cc1. The calculation puts the energy at -1108.76099 Eh. The calculation puts the LUMO energy at -4.1 eV. The HOMO-LUMO gap comes out at 7.36 eV. Its net charge is +1. For the energy above the lowest of the compared OMol25 structures with the same formula, charge and spin, the calculation gives 0.00 kJ/mol. The value obtained for the highest occupied orbital energy is -0.4216 Ha.

Each atom is followed by the atoms it is bonded to, with distances in Å.
Positions of all 45 atoms, in Å:
1 C -2.12818 7.00896 3.30412  C2 1.524, H25 1.088, H26 1.086, H27 1.087
2 C -2.56520 5.83151 4.16705  C1 1.524, O3 1.423, H28 1.092, H29 1.095
3 O -3.22861 4.82732 3.40785  C2 1.423, C4 1.329
4 C -2.55549 3.95657 2.66358  O3 1.329, C5 1.404, C24 1.408
5 C -1.15833 3.85785 2.57080  C4 1.404, C6 1.375, H30 1.078
6 C -0.57551 2.89214 1.78446  C5 1.375, C7 1.401, H31 1.079
7 C -1.35782 1.99261 1.04783  C6 1.401, C8 1.442, C23 1.409
8 C -0.82787 0.96622 0.18429  C7 1.442, O9 1.211, C10 1.574
9 O -1.47742 0.25550 -0.55050  C8 1.211
10 C 0.73358 0.76471 0.18702  C8 1.574, N11 1.433, H32 1.089, H33 1.093
11 N 0.99619 -0.48560 -0.46103  C10 1.433, C12 1.344, C22 1.342
12 C 0.59398 -0.62124 -1.73585  N11 1.344, C13 1.379, H34 1.079
13 C 0.62044 -1.85224 -2.35630  C12 1.379, C14 1.392, H35 1.079
14 C 1.07732 -2.97030 -1.66484  C13 1.392, C15 1.508, C21 1.398
15 C 1.03996 -4.29542 -2.38442  C14 1.508, O16 1.211, N17 1.349
16 O 0.19584 -4.49737 -3.22891  C15 1.211
17 N 1.95921 -5.19817 -1.98314  C15 1.349, C18 1.448, H36 1.009
18 C 2.17437 -6.39526 -2.76845  N17 1.448, C19 1.540, H37 1.092, H38 1.090
19 C 3.23422 -6.12615 -3.85336  C18 1.540, O20 1.402, H39 1.094, H40 1.096
20 O 2.93848 -4.96345 -4.57896  C19 1.402, H41 0.965
21 C 1.48209 -2.80196 -0.33732  C14 1.398, C22 1.374, H42 1.078
22 C 1.40758 -1.55609 0.23686  N11 1.342, C21 1.374, H43 1.080
23 C -2.76029 2.10297 1.13421  C7 1.409, C24 1.367, H44 1.079
24 C -3.34298 3.05395 1.92385  C4 1.408, C23 1.367, H45 1.078
25 H -1.39522 6.70564 2.56009  C1 1.088
26 H -1.69111 7.77674 3.93546  C1 1.086
27 H -2.98841 7.42786 2.78881  C1 1.087
28 H -3.31725 6.15821 4.88893  C2 1.092
29 H -1.71980 5.40213 4.71551  C2 1.095
30 H -0.52230 4.53657 3.11575  C5 1.078
31 H 0.50209 2.85989 1.73439  C6 1.079
32 H 1.12202 0.75904 1.20410  C10 1.089
33 H 1.16930 1.59394 -0.37575  C10 1.093
34 H 0.28258 0.26713 -2.26219  C12 1.079
35 H 0.27524 -1.96539 -3.37251  C13 1.079
36 H 2.74190 -4.89355 -1.42441  N17 1.009
37 H 1.21802 -6.64784 -3.23199  C18 1.092
38 H 2.49358 -7.20843 -2.11601  C18 1.090
39 H 4.20862 -5.94288 -3.39179  C19 1.094
40 H 3.31522 -7.00509 -4.50379  C19 1.096
41 H 2.11404 -5.09290 -5.06435  O20 0.965
42 H 1.81392 -3.63665 0.25959  C21 1.078
43 H 1.68053 -1.39553 1.26953  C22 1.080
44 H -3.36362 1.41459 0.56289  C23 1.079
45 H -4.41489 3.13945 1.99889  C24 1.078